Record 1
Formula: C22H32Br2CaN3OSe2
Source: OMol25
Level of theory: the ωB97M-V functional and the def2-TZVPD basis

Computed properties:
2S+1: 1
Relative energy (zero: lowest compared OMol25 entry of this formula, charge and spin), kcal per mole: 33.1
E_tot, eV: -319068.58121
Orbital gap, eV: 3.191
Net charge: -1
LUMO, eV: 1.792

Element x y z (Å)
H -3.383 0.734 0.049
N 0.641 2.275 -0.955
H 1.728 -4.084 1.187
H -0.878 -5.066 0.270
H 1.230 0.055 -3.485
C 3.628 -2.325 -2.856
O -0.402 -2.043 0.881
H 3.230 4.513 -0.585
H 1.380 -3.706 -3.565
Ca 0.559 0.083 -0.413
C -2.953 -0.486 1.806
H 1.848 -2.621 -4.888
Br 5.762 2.560 3.199
H -4.729 -1.017 -2.249
H -0.463 4.927 -2.753
H 4.227 -1.782 -2.121
H -3.753 -0.427 2.544
C 4.146 1.958 2.350
H -3.337 -1.170 -3.345
C 2.236 -0.369 -3.412
C -0.091 -3.204 0.629
C 1.290 -3.675 0.268
H -3.433 2.468 1.655
H 4.082 -2.181 -3.841
H -3.589 0.345 -2.452
C 3.497 0.804 2.891
H 0.522 -2.393 -1.664
H -1.988 -3.871 0.785
C 2.165 -2.572 -0.323
C 3.683 2.613 1.271
H -2.299 3.189 2.813
H 2.816 0.263 -2.735
C -0.099 3.055 -1.744
C 2.463 2.155 0.628
H 2.701 -0.328 -4.404
C 0.190 4.343 -2.124
H 4.209 3.473 0.886
C -2.873 2.299 2.572
C 1.401 -2.661 -3.887
H -1.010 2.595 -2.133
H 3.101 -3.050 -0.618
Se -2.552 -1.417 -0.960
H -3.548 2.059 3.390
C 2.268 4.124 -0.883
Se -1.598 0.835 2.322
C 1.459 -1.829 -1.490
C -3.692 -0.737 -2.413
H 1.201 -4.500 -0.444
H 1.887 -0.536 2.516
H 0.366 -2.312 -3.959
H 3.676 -3.392 -2.626
C 2.404 0.366 2.183
H 3.862 0.296 3.769
H -2.454 -1.444 1.913
C 2.182 -1.810 -2.872
H -4.543 -0.576 0.330
C 1.462 4.836 -1.689
H 2.434 -1.893 0.499
C -3.492 -0.293 0.395
N -1.033 -4.185 0.727
N 1.891 0.942 1.094
Br 2.028 6.553 -2.329
C 1.823 2.835 -0.384

Forces on atoms 1 to 6 (eV/Å):
-0.0364 0.0309 0.0390
-0.0252 0.3917 -0.2433
-0.0421 -0.0226 0.0146
0.0943 -0.0275 0.0181
0.0031 0.0177 -0.0109
-0.1367 0.0177 0.0165

=====

Record 2
Formula: C22H32Br4MnN6O3S
Source: OMol25
Level of theory: the ωB97M-V functional and the def2-TZVPD basis

Computed properties:
2S+1: 5
Relative energy (zero: lowest compared OMol25 entry of this formula, charge and spin), kcal per mole: 0.2
E_tot, eV: -360738.82264
Orbital gap (spin up / spin down), eV: 6.681 / 7.919
Net charge: +1
LUMO (spin up / spin down), eV: -3.174 / -2.050

Element x y z (Å)
H -1.732 2.460 0.805
C 3.062 3.409 -0.746
C -2.445 1.370 -0.867
C 2.263 -2.750 -1.322
H -1.505 -2.637 1.867
C 2.170 1.556 -2.210
H -1.817 -0.922 2.195
C -5.037 -2.008 -0.486
C 1.127 0.697 2.363
C 2.399 4.244 0.357
C 1.278 -4.859 -1.961
H -3.764 -3.688 0.144
N -4.148 -0.946 -0.966
H -0.614 -4.365 -0.957
C -2.286 -1.880 1.982
H -5.930 -1.583 -0.026
C 2.108 0.384 1.404
Mn -0.175 -0.099 0.125
Br 4.678 0.136 0.317
H 2.513 2.140 -3.067
H 2.135 -5.471 -1.673
H -3.110 -0.611 -2.761
Br 5.610 1.915 2.995
H 1.196 1.129 -2.436
H 0.693 -5.434 -2.677
N -2.120 0.071 -0.247
C 0.918 2.615 -0.358
H 2.906 4.120 1.316
H -5.347 -2.643 -1.313
C 0.272 3.918 1.658
N 1.046 3.688 0.446
C -4.125 -0.555 -2.368
Br 0.150 1.755 4.758
H -0.169 2.992 2.014
H -1.609 3.358 -0.723
C 1.764 -3.529 -2.529
H 0.510 -5.272 0.072
H 2.553 -3.658 -3.268
H -3.482 1.643 -0.657
H -4.513 0.451 -2.525
N 2.047 2.412 -1.055
Br 3.317 2.705 5.259
C 3.433 0.702 1.619
O 1.661 -0.226 0.290
H -4.716 -2.972 1.453
H 2.883 0.754 -2.018
C -3.067 -0.841 -0.148
O -0.179 -2.000 -0.547
H 3.279 4.000 -1.639
N -3.113 -1.790 0.800
H 3.987 2.936 -0.414
N -0.151 1.836 -0.508
C 1.512 1.358 3.521
H -0.506 4.667 1.507
H -4.749 -1.247 -2.929
H -2.912 -2.156 2.831
C 3.813 1.402 2.771
O -0.118 0.359 2.058
H 0.949 4.274 2.434
C -1.493 2.377 -0.257
C 0.437 -4.532 -0.722
S 0.978 -2.919 -0.071
H 2.369 5.307 0.118
H -2.299 1.351 -1.949
C -4.174 -2.752 0.535
H 2.439 -1.685 -1.446
C 2.848 1.731 3.718
H 3.158 -3.202 -0.884
H 0.942 -2.989 -3.003

Forces on atoms 1 to 6 (eV/Å):
0.0292 0.0242 0.0221
0.0088 0.0075 -0.0006
-0.0115 -0.0111 0.0103
-0.0014 -0.0308 0.0051
-0.0011 0.0024 0.0047
0.0053 -0.0033 -0.0009

=====

Record 3
Formula: C22H32GaN4O2S3
Source: OMol25
Level of theory: the ωB97M-V functional and the def2-TZVPD basis

Computed properties:
2S+1: 1
Relative energy (zero: lowest compared OMol25 entry of this formula, charge and spin), kcal per mole: 0.0
E_tot, eV: -118268.39847
Orbital gap, eV: 8.302
Net charge: +1
LUMO, eV: -2.024

Element x y z (Å)
H -1.988 6.043 1.486
C 1.184 -2.709 3.568
C 0.399 -2.530 -3.574
H 2.855 -1.127 -1.809
H 0.375 -3.474 -3.033
N 0.676 -2.421 -0.143
C -0.408 -3.416 -0.281
H 2.747 -2.857 -0.229
H -1.979 -0.459 4.839
H -3.095 0.580 3.953
H 0.238 2.606 2.775
C 1.138 -0.278 -3.519
H 3.160 1.529 -5.537
H -1.478 4.385 3.205
C -1.952 4.157 0.398
H -3.037 4.152 0.488
C -0.007 0.523 -3.557
H 2.862 -2.586 -2.808
S 1.818 0.287 0.180
S -1.422 0.081 -2.574
N -1.783 -0.589 2.785
N 1.044 -1.488 -2.755
H 3.159 -0.538 -4.190
C -2.613 -0.400 3.959
H 0.964 -2.683 -4.499
H 2.031 -1.200 4.839
C 2.274 0.086 -4.226
H -3.372 -1.180 4.041
H -0.884 2.304 -4.351
C -0.688 4.596 2.478
H -0.479 5.717 0.648
C 1.897 -2.850 -0.911
H -1.212 -3.178 0.408
C 0.828 -3.043 2.267
H 0.779 3.471 1.315
C 2.273 1.246 -4.987
H 0.044 5.232 2.975
H -3.856 -0.462 0.337
C 2.257 -1.978 -2.124
C -0.001 1.678 -4.330
C 1.744 -1.466 3.830
N -3.548 -0.481 1.294
C 1.034 -2.143 1.233
H 0.393 -4.014 2.070
C -0.061 3.300 1.992
H 1.125 2.933 -5.647
C 1.598 -0.886 1.486
H -4.214 -0.318 2.027
S -1.347 2.535 0.976
C 1.131 2.032 -5.048
H -1.690 4.180 -0.660
H -0.053 -4.430 -0.084
H -0.618 -2.233 -3.818
H -0.800 -3.375 -1.294
H 2.372 0.413 2.995
C -2.233 -0.617 1.527
H 1.736 -3.882 -1.222
C 1.944 -0.561 2.795
O -0.679 1.876 -0.197
Ga -0.103 -0.391 -0.827
O -1.436 -0.797 0.577
C -1.279 5.257 1.229
H -0.789 -0.739 2.890
H 1.032 -3.422 4.366

Forces on atoms 1 to 6 (eV/Å):
0.0044 0.0096 -0.0098
0.0093 0.0237 -0.0048
0.0009 -0.0085 0.0004
-0.0335 -0.0459 -0.0237
-0.0124 -0.0083 0.0112
-0.0783 -0.0037 -0.0509